# 1
Computed, not measured: a structure of composition C18H35N2SY, with ωB97M-V with the def2-TZVPD basis set.

As for the charge: +2. The calculation puts the orbital gap at 7.93 eV. For the maximum force, the calculation gives 0.038 hartree/bohr.

Last column: natural (NBO) charge in e.
Geometry (Å):
C 1.632 2.501 0.183  -0.630
H 1.805 3.085 1.104  0.232
H 2.275 2.853 -0.639  0.237
H 2.048 1.534 0.449  0.210
C 0.148 2.508 -0.284  -0.391
H -0.142 1.620 -0.905  0.163
H -0.590 2.494 0.546  0.180
C -0.061 3.799 -1.130  -0.613
H -1.109 4.064 -1.345  0.224
H 0.396 4.627 -0.570  0.233
H 0.477 3.760 -2.091  0.223
C -1.001 -2.340 -1.331  -0.239
C -1.403 -1.263 -2.194  -0.163
C -0.276 -0.358 -2.299  -0.119
C 0.808 -0.874 -1.530  -0.072
C 0.362 -2.091 -0.923  -0.115
C 1.249 -3.037 -0.189  -0.648
C 2.234 -0.547 -1.793  -0.656
C -0.150 0.719 -3.324  -0.656
C -2.809 -0.811 -2.429  -0.644
C -1.914 -3.283 -0.615  -0.675
Y -1.332 -0.538 0.101  1.853
H 2.894 -0.773 -0.947  0.235
H 2.594 -1.147 -2.651  0.261
H 2.396 0.505 -2.061  0.237
H 2.282 -2.645 -0.140  0.242
H 0.900 -3.220 0.843  0.232
H 1.265 -4.001 -0.734  0.256
H -2.913 -2.841 -0.411  0.221
H -2.110 -4.180 -1.222  0.303
H -1.508 -3.643 0.350  0.256
H -2.833 0.204 -2.873  0.258
H -3.299 -1.509 -3.126  0.295
H -3.416 -0.786 -1.480  0.176
H 0.590 1.493 -3.059  0.234
H 0.166 0.290 -4.299  0.265
H -1.107 1.234 -3.501  0.228
C 2.073 -0.927 4.126  -0.422
N 1.003 0.053 4.294  -0.365
C 1.407 1.334 4.864  -0.419
C -0.129 -0.057 3.573  0.411
S -0.298 -1.381 2.465  -0.321
N -1.132 0.839 3.842  -0.434
C -1.455 1.120 5.252  -0.419
C -2.250 0.978 2.899  -0.399
H 2.846 -0.703 4.871  0.238
H 2.541 -0.853 3.128  0.221
H 1.680 -1.946 4.272  0.240
H 0.949 2.164 4.321  0.222
H 1.114 1.338 5.919  0.231
H 2.493 1.395 4.774  0.238
H -1.171 2.154 5.503  0.226
H -2.539 1.004 5.404  0.231
H -0.934 0.427 5.929  0.231
H -1.887 1.501 1.992  0.180
H -2.674 -0.011 2.651  0.207
H -3.042 1.576 3.364  0.267

# 2
Computed, not measured: a cluster of 3 separate species, C18H35NO10P2 in total, with ωB97M-V with the def2-TZVPD basis set.

As for the charge: 0. The calculation puts the orbital gap at 7.26 eV. For the maximum force, the calculation gives 0.172 hartree/bohr.

Last column: natural (NBO) charge in e.
Geometry (Å):
O -3.774 -3.407 5.457  -0.662
C -4.188 -3.950 4.435  0.822
O -5.053 -3.341 3.680  -0.729
N -3.759 -5.288 3.941  -0.348
C -3.823 -5.519 2.579  0.118
C -3.452 -6.839 2.035  -0.238
C -2.967 -7.906 2.952  -0.122
C -2.940 -7.550 4.384  -0.245
C -3.324 -6.222 4.851  0.099
H -4.153 -4.728 1.862  0.288
H -3.549 -6.977 0.933  0.249
H -2.650 -8.902 2.571  0.247
H -2.608 -8.291 5.154  0.246
H -3.265 -5.962 5.939  0.276
O -0.347 -1.690 1.416  -0.944
P -0.888 -0.512 2.206  2.348
O 0.179 0.623 1.658  -0.783
C -0.009 1.169 0.357  -0.070
C -1.192 2.116 0.318  -0.635
O -0.078 -0.916 3.599  -0.825
C 0.254 -2.269 3.893  -0.059
C 1.702 -2.543 3.536  -0.631
O -1.640 0.722 3.077  -0.722
C -2.152 0.478 4.396  -0.069
C -1.219 1.085 5.428  -0.634
H -0.127 0.363 -0.375  0.176
H 0.903 1.713 0.103  0.191
H -2.130 1.576 0.478  0.195
H -1.250 2.620 -0.650  0.217
H -1.113 2.868 1.105  0.217
H -0.424 -2.962 3.392  0.181
H 0.112 -2.415 4.968  0.175
H 1.926 -2.259 2.506  0.225
H 1.942 -3.601 3.666  0.202
H 2.366 -1.954 4.173  0.205
H -2.306 -0.588 4.570  0.200
H -3.128 0.962 4.465  0.183
H -0.211 0.677 5.365  0.232
H -1.595 0.909 6.438  0.216
H -1.123 2.162 5.270  0.207
O 1.422 2.891 -2.895  -0.942
P 1.656 3.495 -4.264  2.356
O 1.394 2.148 -5.178  -0.781
C 0.056 1.710 -5.383  -0.070
C -0.690 2.621 -6.337  -0.634
O 3.309 3.389 -4.201  -0.828
C 4.001 3.402 -2.953  -0.061
C 4.368 1.990 -2.542  -0.632
O 1.814 4.381 -5.692  -0.730
C 2.792 5.423 -5.799  -0.063
C 3.966 4.941 -6.632  -0.636
H -0.465 1.634 -4.423  0.178
H 0.112 0.704 -5.806  0.186
H -0.840 3.610 -5.894  0.198
H -1.671 2.207 -6.580  0.214
H -0.126 2.762 -7.260  0.219
H 3.420 3.910 -2.182  0.188
H 4.915 3.987 -3.093  0.171
H 3.499 1.329 -2.544  0.225
H 4.812 1.978 -1.544  0.211
H 5.085 1.565 -3.248  0.205
H 3.113 5.767 -4.815  0.182
H 2.319 6.269 -6.302  0.181
H 4.441 4.059 -6.205  0.236
H 4.721 5.724 -6.725  0.215
H 3.631 4.653 -7.632  0.212

# 3
Computed, not measured: a structure of composition C18H36AlN2O14S, with ωB97M-V with the def2-TZVPD basis set.

As for the charge: -1. The calculation puts the orbital gap at 6.71 eV. For the maximum force, the calculation gives 0.039 hartree/bohr.

Last column: Löwdin charge in e.
Geometry (Å):
C 1.163 -1.959 -0.861  0.022
C 0.451 -2.605 -2.024  -0.597
O 0.601 -3.779 -2.227  0.093
O -0.291 -1.821 -2.798  -0.091
C -1.697 -2.246 -2.864  -0.177
Al -2.739 -2.069 -1.099  0.281
C -4.700 -1.845 -1.547  -0.158
C -2.096 -0.437 -0.095  -0.301
N -1.866 0.737 -1.002  -0.064
N -2.460 -3.750 -0.147  0.089
C -2.318 -3.560 1.009  -0.909
S -1.768 -3.558 2.542  0.515
H 0.819 -0.932 -0.791  0.063
H 2.234 -1.959 -1.030  0.077
H 0.949 -2.481 0.061  0.085
H -1.786 -3.282 -3.191  0.055
H -2.181 -1.612 -3.599  0.052
H -5.041 -0.817 -1.471  -0.019
H -5.250 -2.431 -0.811  -0.022
H -4.923 -2.282 -2.518  -0.016
H -2.892 -0.151 0.596  0.033
H -1.186 -0.581 0.482  0.030
H -2.089 0.492 -1.958  0.034
H -0.882 0.958 -1.019  0.036
C 6.280 1.461 -0.431  -0.034
O 6.650 0.697 0.720  -0.006
C 5.805 -0.294 1.011  -0.628
O 4.808 -0.573 0.405  0.133
O 6.260 -0.922 2.096  -0.002
C 5.438 -2.013 2.518  -0.039
H 7.042 2.226 -0.560  0.082
H 6.257 0.832 -1.319  0.099
H 5.314 1.940 -0.281  0.099
H 5.380 -2.774 1.742  0.099
H 4.440 -1.665 2.779  0.100
H 5.909 -2.438 3.400  0.090
C -8.235 -1.150 3.280  -0.051
O -7.766 -2.393 3.797  -0.004
C -6.889 -3.011 2.996  -0.624
O -6.505 -2.603 1.935  0.135
O -6.526 -4.149 3.580  0.002
C -5.575 -4.913 2.828  -0.033
H -8.932 -0.749 4.011  0.088
H -7.410 -0.450 3.153  0.098
H -8.753 -1.296 2.334  0.096
H -4.651 -4.354 2.693  0.052
H -5.991 -5.201 1.864  0.099
H -5.361 -5.810 3.403  0.091
C -8.448 3.618 -2.727  -0.057
O -7.578 3.780 -1.611  -0.007
C -6.355 3.264 -1.799  -0.629
O -5.979 2.713 -2.798  0.127
O -5.647 3.473 -0.699  0.002
C -4.302 2.961 -0.746  -0.035
H -9.397 4.072 -2.454  0.088
H -8.049 4.126 -3.604  0.094
H -8.606 2.563 -2.943  0.097
H -3.740 3.440 -1.545  0.094
H -4.299 1.884 -0.875  0.074
H -3.836 3.200 0.205  0.091
C 11.307 5.309 -1.395  -0.044
O 11.638 4.526 -0.248  0.004
C 10.775 3.541 0.005  -0.627
O 9.791 3.284 -0.634  0.121
O 11.190 2.891 1.089  0.006
C 10.344 1.801 1.473  -0.031
H 12.080 6.067 -1.490  0.092
H 11.299 4.693 -2.292  0.097
H 10.343 5.796 -1.263  0.097
H 10.299 1.052 0.685  0.100
H 9.343 2.155 1.713  0.096
H 10.787 1.359 2.361  0.093

# 4
Computed, not measured: a structure of composition C18H36AsF7O18Tl, with ωB97M-V with the def2-TZVPD basis set.

As for the charge: +1. The calculation puts the orbital gap at 3.90 eV. For the maximum force, the calculation gives 0.065 hartree/bohr.

Last column: Löwdin charge in e.
Geometry (Å):
Tl 0.756 -1.179 0.326  1.544
As 4.781 0.365 -0.533  0.855
F 3.542 1.271 -1.414  -0.243
F 4.806 -0.760 -1.933  -0.281
F 5.961 -0.635 0.323  -0.255
F 4.734 1.483 0.799  -0.234
F 3.565 -0.744 0.169  -0.309
F 6.152 1.211 -1.289  -0.262
F 1.465 -3.097 2.215  -0.308
C -3.048 -0.283 3.850  -0.003
O -2.259 0.892 3.888  -0.023
C -1.078 0.964 3.219  -0.541
O -0.511 0.021 2.721  0.086
O -0.693 2.237 3.158  0.025
C -1.509 3.309 3.624  -0.014
H -2.503 -1.089 4.346  0.097
H -3.156 -0.631 2.821  0.079
H -4.000 -0.100 4.339  0.114
H -2.528 3.118 3.288  0.083
H -1.083 4.254 3.297  0.098
H -1.648 3.440 4.699  0.106
C 1.288 -4.798 -3.105  0.004
O 2.332 -5.251 -2.215  0.053
C 2.692 -4.347 -1.343  -0.581
O 2.252 -3.228 -1.175  0.051
O 3.763 -4.810 -0.672  0.039
C 4.343 -4.083 0.409  -0.014
H 1.004 -5.493 -3.890  0.104
H 1.639 -3.866 -3.543  0.080
H 0.401 -4.621 -2.497  0.097
H 4.999 -3.259 0.116  0.096
H 4.947 -4.804 0.953  0.104
H 3.628 -3.583 1.065  0.072
C 2.434 3.624 1.416  0.011
O 1.279 3.813 0.602  0.032
C 0.590 2.814 0.136  -0.587
O 1.010 1.665 0.142  0.061
O -0.551 3.210 -0.388  0.012
C -1.069 4.538 -0.295  0.006
H 3.309 4.194 1.114  0.110
H 2.727 2.577 1.460  0.079
H 2.124 3.944 2.411  0.101
H -0.692 5.222 -1.053  0.108
H -0.989 4.866 0.739  0.097
H -2.126 4.422 -0.537  0.092
C 0.998 2.743 -4.284  -0.017
O 0.904 1.949 -3.095  0.024
C 1.237 0.671 -3.136  -0.597
O 0.982 -0.098 -2.234  0.058
O 2.024 0.393 -4.160  0.020
C 2.570 -0.901 -4.372  -0.009
H 1.974 2.794 -4.771  0.103
H 0.685 3.779 -4.193  0.099
H 0.420 2.239 -5.061  0.100
H 3.305 -1.118 -3.592  0.082
H 3.281 -0.829 -5.195  0.108
H 1.892 -1.739 -4.516  0.089
C -4.232 2.103 1.138  -0.022
O -3.015 1.390 0.934  -0.002
C -2.658 0.960 -0.276  -0.598
O -1.666 0.303 -0.488  0.086
O -3.431 1.503 -1.188  0.011
C -3.192 1.232 -2.558  -0.003
H -4.417 2.113 2.210  0.094
H -5.106 1.649 0.673  0.105
H -4.186 3.135 0.789  0.101
H -3.502 2.064 -3.191  0.104
H -3.687 0.323 -2.891  0.108
H -2.122 1.245 -2.772  0.093
C -1.142 -3.508 3.728  -0.021
O -2.404 -3.544 3.067  0.031
C -2.540 -3.006 1.878  -0.576
O -1.780 -2.248 1.299  0.038
O -3.828 -3.184 1.525  0.019
C -4.384 -2.387 0.506  -0.033
H -0.484 -4.279 3.336  0.099
H -1.320 -3.564 4.800  0.107
H -0.684 -2.525 3.605  0.069
H -3.803 -2.373 -0.419  0.099
H -4.377 -1.347 0.843  0.085
H -5.393 -2.730 0.297  0.107

# 5
Computed, not measured: a cluster of 4 separate species, C18H36BF5O14P4S2 in total, with ωB97M-V with the def2-TZVPD basis set.

As for the charge: 0. Its SMILES is O=[SH](=O)CB([PH2]=S)C(F)(F)c1cccc(C(F)(F)F)c1.COP(=O)(OC)OC.COP(=O)(OC)OC.COP(=O)(OC)OC. The calculation puts the orbital gap at 6.86 eV. For the maximum force, the calculation gives 0.175 hartree/bohr.

Last column: Löwdin charge in e.
Geometry (Å):
O 0.649 -6.025 -1.642  -0.353
S 1.756 -5.416 -2.369  0.686
O 1.691 -3.957 -2.460  -0.364
C 3.363 -5.977 -1.728  -0.222
B 3.823 -5.362 -0.330  -0.351
P 5.559 -5.967 0.298  0.394
S 6.880 -5.407 -1.061  0.109
C 3.023 -4.322 0.606  -0.388
F 3.498 -4.548 1.942  -0.019
F 1.654 -4.517 0.674  0.073
C 3.415 -2.836 0.293  -0.084
C 4.772 -2.420 0.651  0.001
C 5.222 -1.057 0.358  -0.034
C 4.325 -0.111 -0.286  0.006
C 2.952 -0.515 -0.641  -0.064
C 2.071 0.539 -1.345  -0.484
F 1.942 0.219 -2.692  0.097
F 2.702 1.776 -1.338  0.072
F 0.814 0.676 -0.835  0.122
C 2.524 -1.874 -0.332  0.059
H 1.664 -5.895 -3.674  0.102
H 3.355 -7.106 -1.685  0.120
H 4.145 -5.716 -2.506  0.103
H 5.860 -5.508 1.606  -0.015
H 5.527 -7.405 0.223  -0.011
H 5.478 -3.134 1.129  0.094
H 6.272 -0.763 0.607  0.112
H 4.731 0.907 -0.492  0.116
H 1.477 -2.173 -0.595  0.130
C -0.649 5.990 -1.437  -0.121
O -0.044 6.635 -0.313  -0.278
P 0.424 5.586 0.939  0.681
O -0.983 5.370 1.453  -0.263
O 1.170 6.783 1.750  -0.245
C 1.027 8.157 1.417  -0.112
O 1.136 4.495 2.033  -0.242
C 1.401 3.201 1.481  -0.137
H -0.845 6.743 -2.200  0.088
H 0.024 5.236 -1.848  0.079
H -1.592 5.525 -1.147  0.082
H -0.022 8.456 1.416  0.094
H 1.489 8.361 0.452  0.083
H 1.551 8.740 2.174  0.091
H 2.106 3.283 0.652  0.067
H 0.472 2.742 1.132  0.081
H 1.839 2.574 2.258  0.092
C -1.398 -3.134 -3.981  -0.113
O -1.759 -3.494 -5.318  -0.279
P -2.832 -4.806 -5.431  0.661
O -1.780 -5.852 -5.128  -0.266
O -3.022 -4.612 -7.036  -0.249
C -2.200 -3.759 -7.819  -0.116
O -4.120 -5.913 -5.469  -0.244
C -4.883 -5.969 -4.260  -0.139
H -0.765 -2.248 -4.020  0.090
H -2.292 -2.908 -3.397  0.083
H -0.844 -3.944 -3.507  0.059
H -1.146 -4.018 -7.710  0.092
H -2.373 -2.718 -7.551  0.083
H -2.481 -3.892 -8.864  0.089
H -5.342 -4.999 -4.057  0.077
H -4.241 -6.256 -3.421  0.084
H -5.668 -6.714 -4.379  0.087
C -2.349 4.656 3.927  -0.126
O -2.436 4.056 5.229  -0.278
P -3.864 4.405 6.077  0.657
O -3.457 5.816 6.442  -0.264
O -3.501 3.360 7.273  -0.253
C -2.221 2.764 7.420  -0.121
O -5.424 4.535 6.746  -0.249
C -6.449 4.812 5.789  -0.145
H -1.435 4.313 3.450  0.061
H -3.202 4.355 3.317  0.082
H -2.319 5.742 4.010  0.085
H -1.438 3.521 7.485  0.093
H -2.028 2.078 6.597  0.081
H -2.224 2.191 8.348  0.087
H -6.515 4.001 5.060  0.076
H -6.243 5.755 5.276  0.083
H -7.400 4.892 6.314  0.085

# 6
Computed, not measured: a structure of composition C18H36Br18, with ωB97M-V with the def2-TZVPD basis set.

The relative energy (zero: lowest compared OMol25 entry of this formula, charge and spin) comes out at 3.649 eV. As for the charge: 0. The calculation puts the orbital gap at 9.64 eV. For the maximum force, the calculation gives 0.044 hartree/bohr.

Last column: Löwdin charge in e.
Geometry (Å):
Br -1.940 6.645 -1.605  0.584
C -3.761 6.125 -1.284  -0.677
C -4.594 6.486 -2.534  -0.626
Br -3.614 6.109 -4.244  0.505
H -4.054 6.804 -0.483  0.049
H -3.865 5.076 -1.007  0.062
H -4.795 7.556 -2.594  0.049
H -5.536 5.938 -2.564  0.054
Br 6.594 -4.796 -1.390  0.550
C 7.363 -3.213 -2.347  -0.662
C 6.889 -1.954 -1.697  -0.611
Br 4.898 -1.630 -2.137  0.491
H 7.070 -3.231 -3.397  0.054
H 8.450 -3.292 -2.342  0.063
H 7.494 -1.114 -2.040  0.064
H 7.017 -1.994 -0.615  0.049
Br -3.223 8.269 6.562  0.526
C -2.862 6.301 6.240  -0.609
C -3.253 5.958 4.788  -0.685
Br -5.152 6.334 4.525  0.571
H -3.568 5.783 6.889  0.040
H -1.840 6.001 6.471  0.063
H -3.063 4.966 4.379  0.055
H -2.773 6.607 4.056  0.041
Br -1.147 2.480 0.944  0.558
C -0.674 1.382 -0.638  -0.655
C -0.111 0.039 -0.238  -0.677
Br -1.387 -1.055 0.798  0.555
H -0.048 1.978 -1.303  0.062
H -1.544 1.193 -1.267  0.047
H 0.777 0.068 0.393  0.047
H 0.293 -0.490 -1.102  0.066
Br -3.841 -7.263 4.468  0.577
C -4.018 -5.467 3.644  -0.681
C -3.505 -4.461 4.679  -0.634
Br -5.047 -4.066 5.919  0.540
H -4.989 -5.349 3.163  0.055
H -3.464 -5.434 2.706  0.053
H -3.225 -3.528 4.192  0.052
H -2.670 -4.889 5.234  0.040
Br 2.969 3.258 -4.162  0.543
C 3.954 4.295 -5.569  -0.672
C 2.856 4.874 -6.441  -0.759
Br 3.813 5.699 -7.848  0.674
H 4.631 3.587 -6.047  0.050
H 4.552 5.010 -5.003  0.054
H 2.357 5.726 -5.981  0.054
H 2.181 4.108 -6.822  0.057
Br -4.820 1.230 -3.296  0.525
C -4.614 -0.812 -3.155  -0.630
C -5.439 -1.225 -1.967  -0.683
Br -5.114 -3.162 -1.683  0.579
H -3.544 -0.992 -3.049  0.047
H -4.879 -1.383 -4.044  0.058
H -6.525 -1.152 -2.021  0.057
H -4.963 -0.649 -1.174  0.043
Br 6.923 -4.265 4.472  0.636
C 4.997 -3.894 4.501  -0.653
C 4.902 -3.149 3.181  -0.849
Br 3.217 -2.335 3.064  0.667
H 4.836 -3.027 5.141  0.041
H 4.315 -4.691 4.796  0.075
H 5.047 -3.695 2.248  0.046
H 5.674 -2.380 3.152  0.032
Br 2.525 -6.951 0.805  0.496
C 1.005 -6.400 -0.446  -0.646
C 1.304 -4.983 -0.982  -0.644
Br -0.231 -4.786 -2.205  0.605
H 0.214 -6.467 0.301  0.035
H 0.961 -7.184 -1.202  0.044
H 2.252 -4.915 -1.515  0.054
H 1.363 -4.162 -0.267  0.056